# 1
A structure of composition C30H64BrO13P2S5 in a non-equilibrium geometry, computed with ωB97M-V/def2-TZVPD.

E_tot (Ha): -7407.088410
Maximum force (eV/Å): 3.68
Net charge: -1
LUMO energy (eV): 1.62
E_HOMO (hartree): -0.1140

Last column: Löwdin charge in e.
Element x y z (Å)
C  -2.718  -6.896  0.873  -0.1165
C  -2.654  -5.360  1.353  -0.2133
C  -2.745  -4.468  0.046  -0.1902
C  -1.847  -3.155  0.060  -0.0774
C  -1.220  -2.767  -1.327  -0.3454
C  -2.171  -2.536  -2.579  -0.1305
O  -3.571  -2.725  -2.309  -0.1369
C  -4.170  -1.543  -1.777  -0.2276
O  -5.560  -1.816  -1.633  -0.1124
C  -6.071  -1.428  -0.349  -0.1656
C  -6.581  -2.695  0.479  -0.2031
O  -5.764  -2.988  1.627  -0.0994
O  -0.647  -1.441  -1.145  -0.4343
P  1.011  -1.235  -1.557  0.2333
Br  0.668  -0.987  -3.857  0.3012
C  0.594  0.705  -1.522  -0.6202
S  -0.919  1.166  -0.503  0.7844
C  -0.379  2.022  1.041  -0.5644
C  0.592  3.268  0.774  -0.1709
C  1.428  -1.084  0.312  -0.2240
C  2.744  -1.839  0.799  -0.4030
C  3.890  -0.837  1.312  -0.0807
O  2.355  -2.606  1.994  -0.1171
P  3.125  -0.626  -2.084  0.2649
S  3.295  -0.197  -4.003  -0.0868
O  1.284  -2.929  -1.705  -0.3229
C  0.031  -3.644  -1.794  -0.2401
C  0.398  -4.967  -0.970  -0.1457
O  1.094  -4.637  0.240  -0.2049
C  0.887  -5.593  1.281  -0.1157
H  -3.321  -7.542  1.564  0.0610
H  -3.264  -6.883  -0.117  0.0704
H  -1.696  -7.315  0.681  0.0477
H  -3.595  -5.224  1.971  0.0906
H  -1.763  -5.146  1.995  0.0811
H  -2.556  -5.024  -0.911  0.1065
H  -3.819  -4.112  -0.019  0.0933
H  -0.992  -3.293  0.793  0.1187
H  -2.481  -2.335  0.512  0.1240
H  -2.039  -1.474  -2.944  0.0993
H  -1.920  -3.194  -3.464  0.1289
H  -4.071  -0.730  -2.561  0.1502
H  -3.644  -1.273  -0.822  0.1245
H  -5.397  -0.763  0.251  0.1369
H  -7.011  -0.821  -0.552  0.0901
H  -7.628  -2.502  0.866  0.0931
H  -6.673  -3.609  -0.183  0.1304
H  -5.264  -3.806  1.493  0.0453
H  0.316  1.024  -2.567  -0.0271
H  1.490  1.325  -1.239  0.0208
H  0.157  1.250  1.676  0.0489
H  -1.264  2.348  1.667  0.0657
H  0.769  3.883  1.696  0.0598
H  1.575  2.862  0.403  0.0544
H  0.104  3.870  -0.041  0.0633
H  0.531  -1.421  0.890  0.0929
H  1.584  0.009  0.560  0.0531
H  3.153  -2.584  0.075  0.1072
H  4.760  -0.956  0.594  0.0655
H  4.261  -1.114  2.336  0.0720
H  3.588  0.240  1.261  0.0609
H  2.379  -1.986  2.738  0.0684
H  3.580  0.434  -1.238  -0.0522
H  3.969  -1.769  -1.878  -0.0428
H  -0.033  -4.050  -2.850  0.1386
H  -0.472  -5.666  -0.836  0.1064
H  1.146  -5.516  -1.628  0.1341
H  0.333  -6.515  0.959  0.0717
H  0.421  -5.086  2.179  0.0866
H  1.909  -5.948  1.628  0.0941
C  8.384  1.898  1.184  -0.2230
C  8.616  3.183  0.384  -0.2191
C  7.330  3.479  -0.391  -0.2201
S  5.995  2.768  0.564  0.6659
O  5.406  1.691  -0.194  -0.3333
O  5.198  3.831  1.136  -0.3317
C  7.020  2.062  1.844  -0.2303
H  9.169  1.733  1.924  0.1117
H  8.371  1.038  0.507  0.1200
H  8.828  4.006  1.071  0.1001
H  9.469  3.091  -0.290  0.1164
H  7.165  4.549  -0.501  0.0586
H  7.336  3.001  -1.371  0.1145
H  6.591  1.122  2.186  0.1026
H  7.065  2.777  2.667  0.1069
C  7.962  9.895  -0.640  -0.2256
C  6.721  9.543  0.186  -0.2170
C  6.324  8.108  -0.171  -0.2120
S  7.833  7.281  -0.666  0.6737
O  7.733  6.939  -2.064  -0.3064
O  8.195  6.310  0.340  -0.3277
C  8.901  8.703  -0.504  -0.2340
H  8.432  10.817  -0.292  0.1141
H  7.681  10.033  -1.688  0.1204
H  6.963  9.605  1.251  0.1171
H  5.900  10.237  -0.004  0.1149
H  5.890  7.586  0.681  0.1099
H  5.634  8.081  -1.014  0.1110
H  9.674  8.675  -1.270  0.1083
H  9.352  8.669  0.489  0.1074
C  -12.367  -0.902  1.055  -0.2269
C  -11.785  -2.258  0.645  -0.2173
C  -10.768  -2.001  -0.471  -0.2157
S  -10.143  -0.344  -0.207  0.6854
O  -10.555  0.486  -1.313  -0.3111
O  -8.766  -0.419  0.227  -0.3334
C  -11.174  0.034  1.200  -0.2323
H  -12.938  -0.971  1.983  0.1139
H  -13.037  -0.536  0.272  0.1188
H  -11.282  -2.713  1.503  0.1179
H  -12.563  -2.949  0.317  0.1133
H  -9.941  -2.709  -0.434  0.1005
H  -11.238  -2.031  -1.455  0.1070
H  -11.448  1.087  1.186  0.1080
H  -10.602  -0.194  2.102  0.1097

***

# 2
A cluster of 8 separate species, C30H66ClN2O23P2 in total in a non-equilibrium geometry, computed with ωB97M-V/def2-TZVPD.

E_tot (Ha): -4165.504253
Maximum force (eV/Å): 2.45
Net charge: -1
LUMO energy (eV): 2.05
E_HOMO (hartree): -0.1217

Last column: Löwdin charge in e.
Element x y z (Å)
C  0.743  2.476  0.739  -0.1348
C  0.809  1.804  -0.468  -0.2499
P  2.453  1.020  -1.097  0.4253
C  1.717  0.954  -2.879  -0.3594
N  1.010  2.215  -3.301  -0.0282
C  3.133  2.809  -1.337  -0.3353
C  3.926  3.144  -2.577  -0.3207
O  3.677  4.538  -2.936  -0.1037
N  1.774  -0.672  -0.839  -0.2716
C  2.357  -1.501  0.200  -0.3259
C  2.775  -2.921  -0.353  -0.2277
C  2.397  -3.134  -1.816  -0.2936
C  2.960  -4.517  -2.243  -0.1082
P  4.395  -0.025  -1.659  0.5224
O  4.796  0.248  -3.262  -0.4320
Cl  5.885  1.086  -0.579  0.0592
H  0.723  1.978  1.693  0.0349
H  0.679  3.557  0.698  0.0375
H  -0.146  1.731  -0.986  0.0507
H  2.958  1.079  0.268  0.0014
H  0.953  0.188  -2.863  0.0492
H  2.410  0.687  -3.675  0.0490
H  0.053  1.982  -3.493  0.0451
H  1.436  2.512  -4.161  0.0377
H  3.709  3.083  -0.462  0.0543
H  2.282  3.471  -1.314  0.0443
H  3.730  2.560  -3.467  0.0796
H  4.991  3.100  -2.398  0.0699
H  3.366  4.546  -3.832  0.0466
H  0.784  -0.611  -0.692  0.0523
H  3.165  -1.050  0.765  0.0629
H  1.567  -1.727  0.918  0.0925
H  2.204  -3.671  0.190  0.0922
H  3.828  -3.115  -0.193  0.0823
H  2.890  -2.416  -2.450  0.0582
H  1.326  -3.081  -1.927  0.0929
H  2.301  -5.297  -1.885  0.0519
H  3.937  -4.576  -1.793  0.0575
H  3.041  -4.556  -3.320  0.0528
H  5.516  -0.328  -3.496  0.0063
C  4.612  -3.677  5.495  -0.0371
O  5.633  -2.835  4.959  0.0088
C  5.211  -1.613  4.648  -0.6177
O  4.089  -1.223  4.799  0.1085
O  6.249  -0.947  4.168  0.0112
C  6.040  0.417  3.753  -0.0157
H  5.073  -4.637  5.707  0.0897
H  4.216  -3.262  6.420  0.0971
H  3.812  -3.821  4.771  0.1005
H  5.719  1.035  4.590  0.0938
H  5.323  0.480  2.937  0.0915
H  7.001  0.778  3.401  0.0915
C  1.435  -0.827  5.433  -0.0320
O  0.790  -2.037  5.876  0.0145
C  -0.350  -2.305  5.274  -0.6518
O  -0.868  -1.647  4.423  0.1334
O  -0.832  -3.443  5.776  -0.0009
C  -2.074  -3.846  5.201  -0.0491
H  2.344  -0.733  6.002  0.0699
H  1.687  -0.885  4.380  0.0929
H  0.804  0.040  5.630  0.1003
H  -1.965  -4.024  4.133  0.0970
H  -2.845  -3.100  5.383  0.0955
H  -2.361  -4.775  5.686  0.0879
C  -3.836  -2.247  -5.965  -0.0488
O  -2.521  -2.613  -6.376  0.0004
C  -1.557  -1.894  -5.798  -0.6397
O  -1.722  -1.016  -5.005  0.1342
O  -0.392  -2.326  -6.259  0.0073
C  0.743  -1.637  -5.716  -0.0283
H  -4.526  -2.894  -6.497  0.0890
H  -3.961  -2.399  -4.895  0.0970
H  -4.048  -1.212  -6.226  0.0962
H  0.796  -1.767  -4.637  0.0883
H  0.709  -0.579  -5.968  0.0970
H  1.629  -2.075  -6.164  0.0931
C  -2.366  2.360  0.513  -0.0223
O  -3.568  3.163  0.481  -0.0363
C  -3.716  3.853  -0.641  -0.6263
O  -2.970  3.851  -1.576  0.1385
O  -4.839  4.571  -0.552  -0.0091
C  -5.097  5.361  -1.710  -0.0395
H  -2.346  1.844  1.462  0.0941
H  -2.378  1.621  -0.286  0.0994
H  -1.484  2.985  0.441  0.0508
H  -5.229  4.732  -2.589  0.0961
H  -4.287  6.071  -1.868  0.0885
H  -6.017  5.910  -1.529  0.0921
C  -5.747  2.873  2.201  -0.0096
O  -6.748  1.838  2.284  0.0228
C  -7.989  2.280  2.357  -0.6398
O  -8.339  3.426  2.360  0.1259
O  -8.802  1.222  2.427  0.0007
C  -10.183  1.559  2.510  -0.0533
H  -4.789  2.386  2.152  0.0782
H  -5.886  3.469  1.310  0.0811
H  -5.776  3.501  3.091  0.1055
H  -10.500  2.109  1.626  0.0952
H  -10.386  2.139  3.408  0.0948
H  -10.735  0.625  2.561  0.0892
C  -0.281  6.732  -1.140  -0.0124
O  -0.292  8.049  -0.559  0.0141
C  -1.498  8.506  -0.269  -0.6399
O  -2.533  7.931  -0.449  0.1225
O  -1.366  9.723  0.262  0.0041
C  -2.603  10.331  0.624  -0.0506
H  0.756  6.475  -1.328  0.0970
H  -0.705  6.004  -0.452  0.0914
H  -0.825  6.723  -2.081  0.0987
H  -3.117  9.740  1.379  0.0964
H  -3.237  10.465  -0.250  0.0947
H  -2.366  11.306  1.041  0.0894
C  -0.236  -8.138  -1.434  -0.0381
O  0.949  -8.234  -0.645  0.0110
C  1.309  -9.476  -0.354  -0.6397
O  0.737  -10.474  -0.691  0.1239
O  2.416  -9.422  0.378  0.0108
C  2.920  -10.698  0.766  -0.0448
H  -0.426  -7.084  -1.607  0.0931
H  -0.099  -8.629  -2.396  0.0977
H  -1.086  -8.566  -0.907  0.0963
H  3.182  -11.290  -0.108  0.0964
H  2.195  -11.228  1.380  0.0960
H  3.816  -10.519  1.353  0.0920

***

The lowest maximum force belongs to which entry?
C30H66ClN2O23P2